Entry 1:
Entry from OMol25: one molecule with the formula C20H24FNO2 (ωB97M-V/def2-TZVPD).

Last column: natural (NBO) charge in e.
Element x y z (Å)
C (-4.33, 4.90, -3.35)  -0.604
C (-4.70, 3.97, -2.20)  -0.075
C (-5.61, 4.73, -1.23)  -0.594
C (-5.45, 2.76, -2.78)  -0.594
C (-3.47, 3.47, -1.43)  -0.051
C (-3.64, 2.60, -0.36)  -0.137
C (-2.56, 2.12, 0.37)  -0.315
C (-1.27, 2.50, 0.03)  0.280
O (-0.14, 2.09, 0.67)  -0.514
C (-0.26, 1.23, 1.78)  -0.071
C (1.16, 0.96, 2.29)  -0.244
N (1.95, 0.27, 1.30)  -0.619
C (2.39, -1.00, 1.47)  0.688
O (2.24, -1.61, 2.50)  -0.620
C (3.13, -1.54, 0.25)  -0.516
C (3.25, -3.03, 0.31)  -0.033
C (2.50, -3.85, -0.52)  -0.188
C (2.58, -5.22, -0.44)  -0.282
C (3.43, -5.78, 0.50)  0.398
F (3.52, -7.12, 0.59)  -0.328
C (4.18, -4.99, 1.36)  -0.277
C (4.09, -3.62, 1.25)  -0.164
C (-1.09, 3.37, -1.04)  -0.206
C (-2.17, 3.84, -1.76)  -0.207
H (-3.82, 5.79, -2.99)  0.209
H (-3.70, 4.39, -4.08)  0.209
H (-5.24, 5.22, -3.86)  0.212
H (-5.95, 4.10, -0.42)  0.205
H (-6.49, 5.10, -1.76)  0.205
H (-5.08, 5.58, -0.80)  0.211
H (-4.79, 2.19, -3.44)  0.211
H (-6.31, 3.10, -3.35)  0.206
H (-5.79, 2.09, -1.99)  0.205
H (-4.63, 2.29, -0.07)  0.201
H (-2.75, 1.45, 1.19)  0.218
H (-0.86, 1.69, 2.57)  0.181
H (-0.73, 0.28, 1.48)  0.181
H (1.13, 0.32, 3.18)  0.245
H (1.63, 1.92, 2.54)  0.200
H (2.02, 0.73, 0.41)  0.401
H (4.12, -1.08, 0.25)  0.238
H (2.61, -1.23, -0.66)  0.221
H (1.84, -3.40, -1.25)  0.210
H (2.01, -5.86, -1.09)  0.228
H (4.83, -5.46, 2.09)  0.229
H (4.66, -2.99, 1.92)  0.219
H (-0.09, 3.67, -1.30)  0.212
H (-1.98, 4.51, -2.58)  0.214

* highest occupied orbital energy: -0.313 Eh
* LUMO energy: 0.61 eV
* charge: 0

***

Entry 2:
Entry from OMol25: a 2-piece molecular cluster, C2H6NO3 overall in a non-equilibrium geometry (ωB97M-V/def2-TZVPD).

Last column: natural (NBO) charge in e.
Element x y z (Å)
O (1.98, 0.42, 1.63)  -0.713
C (1.04, 0.24, 0.86)  0.725
O (1.26, 0.53, -0.39)  -0.794
C (-0.25, -0.31, 1.26)  -0.327
N (-1.28, -0.13, 0.22)  -0.875
H (-0.20, -1.42, 1.56)  0.198
H (-0.64, 0.05, 2.25)  0.186
H (-1.38, -1.01, -0.28)  0.366
H (-1.18, 0.70, -0.42)  0.385
H (0.50, 0.28, -1.51)  0.488
H (0.09, 0.77, -2.74)  0.425
O (0.05, -0.10, -2.46)  -1.065

* highest occupied orbital energy: -0.157 Eh
* LUMO energy: 4.35 eV
* charge: -1

***

Entry 3:
Entry from OMol25: a 17-piece molecular cluster, C166H100O34 overall in a non-equilibrium geometry (ωB97M-V/def2-TZVPD).

Last column: Mulliken charge in e.
Element x y z (Å)
C (-1.23, -1.33, -9.39)  -0.707
C (-2.45, -0.82, -9.63)  -0.563
C (-3.27, -0.27, -8.52)  0.296
O (-4.39, 0.12, -8.86)  -0.582
C (-2.80, -0.15, -7.19)  -0.588
C (-1.57, -0.71, -6.94)  0.126
C (-0.71, -1.31, -8.06)  0.076
O (0.39, -1.77, -7.78)  -0.500
H (-0.57, -1.82, -10.07)  0.528
H (-2.90, -0.81, -10.60)  0.439
H (-3.55, 0.27, -6.52)  0.717
H (-1.13, -0.74, -6.01)  0.682
C (-0.90, -5.80, 2.09)  -0.727
C (-0.97, -7.09, 2.41)  -0.619
C (0.13, -7.75, 3.12)  0.160
O (0.08, -8.95, 3.42)  -0.639
C (1.31, -6.99, 3.50)  -0.263
C (1.42, -5.72, 3.10)  -0.220
C (0.38, -5.14, 2.23)  0.312
O (0.57, -4.19, 1.52)  -0.210
H (-1.54, -5.16, 1.47)  0.431
H (-1.79, -7.73, 2.19)  0.601
H (2.08, -7.47, 4.10)  0.449
H (2.24, -5.10, 3.33)  0.576
C (6.52, -0.28, 6.67)  -0.584
C (5.62, 0.53, 6.04)  -0.254
C (4.19, 0.11, 5.93)  0.325
O (3.37, 0.86, 5.44)  -0.402
C (3.76, -1.20, 6.56)  0.566
C (4.66, -2.10, 7.03)  -0.410
C (6.13, -1.75, 7.16)  0.162
O (6.92, -2.52, 7.61)  -0.592
H (7.56, -0.08, 6.99)  0.381
H (5.89, 1.57, 5.82)  0.496
H (2.65, -1.23, 6.66)  -0.143
H (4.27, -2.94, 7.57)  0.515
C (0.66, -4.14, -5.33)  -0.348
C (-0.02, -4.11, -4.16)  0.249
C (0.25, -5.18, -3.07)  0.401
O (-0.22, -5.22, -1.95)  -0.390
C (1.07, -6.36, -3.48)  -0.409
C (1.67, -6.51, -4.66)  -0.735
C (1.48, -5.46, -5.71)  0.470
O (2.02, -5.62, -6.80)  -0.607
H (0.51, -3.32, -6.00)  0.464
H (-0.72, -3.45, -3.71)  0.232
H (1.24, -6.96, -2.58)  0.457
H (2.16, -7.39, -5.10)  0.419
C (-0.35, 0.85, -0.83)  -0.072
C (-0.84, 0.50, -2.00)  0.835
C (-0.97, -0.89, -2.50)  1.359
O (-1.65, -1.18, -3.46)  -0.998
C (-0.49, -1.93, -1.57)  0.248
C (0.03, -1.63, -0.35)  0.405
C (0.17, -0.23, 0.10)  -0.319
O (0.81, -0.03, 1.12)  -0.310
H (-0.17, 1.88, -0.60)  -0.113
H (-1.29, 1.25, -2.63)  -0.073
H (-0.74, -2.93, -1.93)  -1.298
H (0.48, -2.38, 0.27)  0.245
C (-7.45, 4.27, 0.49)  -0.303
C (-8.56, 3.64, 1.06)  -0.642
C (-8.66, 2.19, 1.25)  0.005
O (-9.61, 1.68, 1.78)  -0.603
C (-7.50, 1.40, 0.64)  -0.884
C (-6.47, 2.04, 0.08)  0.861
C (-6.35, 3.56, -0.08)  -0.399
O (-5.38, 4.16, -0.56)  -0.264
H (-7.56, 5.38, 0.42)  0.373
H (-9.43, 4.21, 1.36)  0.449
H (-7.44, 0.36, 0.67)  0.891
H (-5.61, 1.59, -0.37)  0.369
C (0.42, 4.90, -5.26)  -0.265
C (-0.90, 4.73, -5.22)  0.535
C (-1.81, 5.88, -5.65)  0.438
O (-3.03, 5.80, -5.73)  -0.632
C (-1.14, 7.10, -6.07)  -0.481
C (0.18, 7.27, -6.06)  -0.871
C (1.08, 6.12, -5.88)  -0.103
O (2.25, 6.10, -6.27)  -0.624
H (1.07, 4.21, -4.83)  1.222
H (-1.44, 3.80, -4.96)  -0.005
H (-1.78, 7.97, -6.36)  0.365
H (0.70, 8.14, -6.35)  0.588
C (-1.04, -0.26, 7.60)  -0.361
C (-2.21, 0.00, 7.01)  -0.628
C (-2.13, 0.98, 5.90)  0.280
O (-3.12, 1.13, 5.15)  -0.269
C (-0.89, 1.69, 5.63)  -0.226
C (0.23, 1.49, 6.29)  -0.228
C (0.23, 0.49, 7.43)  0.214
O (1.22, 0.34, 8.15)  -0.634
H (-0.87, -1.10, 8.32)  0.320
H (-3.11, -0.59, 7.01)  0.403
H (-0.88, 2.29, 4.73)  0.684
H (1.17, 1.89, 5.94)  0.537
C (-4.63, 3.33, -3.80)  0.317
C (-5.94, 3.33, -3.68)  -0.700
C (-6.57, 1.91, -3.28)  0.357
O (-7.75, 1.75, -3.10)  -0.625
C (-5.67, 0.75, -3.09)  -0.445
C (-4.36, 0.91, -3.25)  -0.459
C (-3.80, 2.20, -3.65)  -0.446
O (-2.62, 2.32, -3.88)  -0.185
H (-4.05, 4.15, -4.19)  0.121
H (-6.51, 4.22, -3.79)  0.540
H (-6.14, -0.17, -2.75)  0.587
H (-3.69, 0.11, -3.03)  0.820
C (-3.12, 7.93, -2.41)  -1.182
C (-3.50, 6.63, -2.19)  -0.470
C (-2.54, 5.65, -2.02)  -0.240
C (-1.21, 5.93, -2.25)  0.155
C (-0.81, 7.20, -2.56)  0.977
C (-1.77, 8.15, -2.70)  -0.594
C (0.57, 7.49, -2.87)  0.188
O (0.90, 8.47, -3.47)  -0.715
C (1.62, 6.47, -2.35)  0.945
C (2.89, 6.92, -2.29)  -0.678
C (3.89, 6.05, -1.90)  -1.066
C (3.57, 4.71, -1.57)  -0.360
C (2.25, 4.30, -1.62)  0.072
C (1.24, 5.17, -2.00)  0.628
C (-0.25, 4.80, -2.00)  -0.658
O (-0.57, 3.71, -1.64)  -0.135
H (-3.70, 8.83, -2.41)  0.460
H (-4.54, 6.35, -1.95)  0.226
H (-2.89, 4.64, -1.80)  0.315
H (-1.47, 9.16, -3.01)  0.464
H (3.13, 7.92, -2.70)  0.505
H (4.97, 6.34, -1.85)  0.320
H (4.31, 3.94, -1.61)  0.630
H (1.99, 3.28, -1.51)  0.096
C (-3.49, 4.22, 1.76)  0.177
C (-4.57, 4.51, 2.59)  -1.148
C (-5.28, 3.49, 3.20)  -1.216
C (-4.99, 2.18, 2.94)  1.220
C (-3.97, 1.87, 2.05)  0.047
C (-3.25, 2.89, 1.46)  -0.018
C (-3.59, 0.38, 1.84)  -0.061
O (-2.67, 0.14, 1.09)  0.068
C (-4.36, -0.63, 2.64)  1.321
C (-4.06, -1.99, 2.47)  -1.468
C (-4.92, -2.93, 3.07)  -0.620
C (-6.07, -2.60, 3.75)  -1.476
C (-6.31, -1.22, 3.92)  -0.785
C (-5.50, -0.22, 3.40)  0.730
C (-5.95, 1.20, 3.56)  0.622
O (-6.98, 1.45, 4.19)  -0.705
H (-2.96, 4.97, 1.15)  0.154
H (-4.94, 5.57, 2.74)  0.213
H (-6.11, 3.76, 3.84)  0.527
H (-2.52, 2.57, 0.74)  0.197
H (-3.17, -2.23, 1.90)  1.258
H (-4.66, -3.97, 2.90)  0.558
H (-6.68, -3.38, 4.27)  0.414
H (-7.32, -0.83, 4.23)  0.380
C (1.10, 10.38, 0.29)  -0.527
C (2.51, 10.32, 0.36)  -0.769
C (3.15, 9.22, 0.80)  -0.853
C (2.47, 8.00, 0.85)  0.305
C (1.07, 7.97, 0.65)  0.901
C (0.38, 9.24, 0.49)  -0.906
C (0.26, 6.75, 0.91)  0.351
O (-0.95, 6.92, 0.93)  -0.711
C (0.94, 5.52, 1.28)  0.018
C (0.23, 4.36, 1.45)  -0.053
C (0.89, 3.27, 2.06)  0.004
C (2.21, 3.39, 2.49)  -0.717
C (2.95, 4.47, 2.17)  -0.876
C (2.33, 5.56, 1.55)  0.457
C (3.19, 6.75, 1.16)  0.774
O (4.39, 6.64, 1.13)  -0.707
H (0.52, 11.31, 0.13)  0.371
H (2.99, 11.25, 0.14)  0.480
H (4.19, 9.21, 0.91)  0.605
H (-0.69, 9.12, 0.35)  0.528
H (-0.82, 4.40, 1.22)  -0.690
H (0.34, 2.39, 2.35)  0.791
H (2.65, 2.57, 3.04)  0.762
H (3.98, 4.52, 2.49)  0.621
C (5.38, -3.50, 0.28)  -0.662
C (4.07, -3.09, 0.49)  -0.020
C (3.56, -1.96, -0.11)  0.124
C (4.40, -1.14, -0.87)  2.064
C (5.73, -1.53, -1.14)  0.071
C (6.14, -2.77, -0.64)  -0.639
C (6.60, -0.75, -2.16)  0.336
O (7.73, -1.12, -2.45)  -0.697
C (6.01, 0.49, -2.73)  0.781
C (6.82, 1.24, -3.65)  -1.451
C (6.26, 2.33, -4.32)  -0.843
C (4.98, 2.69, -4.05)  -0.798
C (4.19, 1.88, -3.22)  0.629
C (4.69, 0.83, -2.53)  0.464
C (3.83, 0.14, -1.48)  -0.596
O (2.67, 0.58, -1.25)  -0.090
H (5.91, -4.24, 0.77)  0.720
H (3.41, -3.64, 1.17)  -0.630
H (2.53, -1.63, 0.02)  -0.666
H (7.12, -3.15, -1.02)  0.406
H (7.83, 0.99, -3.74)  0.620
H (6.80, 2.93, -5.04)  0.443
H (4.58, 3.59, -4.47)  0.745
H (3.11, 2.10, -3.04)  -0.535
C (-10.71, -4.17, -0.03)  -0.418
C (-10.39, -5.56, -0.09)  -0.592
C (-9.21, -6.00, -0.61)  -0.724
C (-8.21, -5.06, -0.76)  0.242
C (-8.45, -3.71, -0.57)  0.517
C (-9.74, -3.28, -0.22)  -0.766
C (-7.39, -2.69, -0.71)  0.365
O (-7.59, -1.50, -0.72)  -0.533
C (-5.98, -3.23, -0.74)  0.291
C (-4.98, -2.33, -0.79)  -0.700
C (-3.68, -2.81, -0.79)  1.344
C (-3.41, -4.12, -1.08)  -0.485
C (-4.37, -5.08, -1.20)  -1.389
C (-5.70, -4.57, -0.89)  0.328
C (-6.81, -5.55, -0.95)  0.257
O (-6.66, -6.71, -1.21)  -0.678
H (-11.74, -3.81, 0.03)  0.381
H (-11.26, -6.20, 0.13)  0.323
H (-8.84, -7.03, -0.82)  0.484
H (-9.87, -2.19, -0.21)  0.516
H (-5.21, -1.27, -0.64)  0.479
H (-2.90, -2.01, -0.76)  0.052
H (-2.37, -4.47, -1.17)  0.304
H (-4.20, -6.14, -1.38)  0.605
C (4.45, -4.63, -3.00)  -1.083
C (5.59, -4.50, -3.75)  -0.969
C (5.69, -3.51, -4.70)  -0.794
C (4.65, -2.58, -4.86)  0.196
C (3.54, -2.64, -4.02)  1.466
C (3.38, -3.74, -3.15)  -0.411
C (2.46, -1.58, -4.11)  -0.661
O (1.42, -1.77, -3.51)  0.222
C (2.70, -0.46, -5.01)  0.477
C (1.77, 0.53, -5.01)  -0.109
C (1.86, 1.57, -5.90)  -0.905
C (2.99, 1.64, -6.67)  -0.815
C (3.87, 0.57, -6.78)  -0.895
C (3.75, -0.44, -5.91)  0.349
C (4.85, -1.50, -5.87)  0.833
O (5.80, -1.40, -6.61)  -0.687
H (4.39, -5.35, -2.23)  0.569
H (6.42, -5.15, -3.52)  0.419
H (6.58, -3.36, -5.31)  0.480
H (2.51, -3.89, -2.57)  0.771
H (0.91, 0.55, -4.37)  -0.005
H (1.02, 2.24, -6.11)  0.706
H (3.10, 2.42, -7.45)  0.377
H (4.70, 0.53, -7.53)  0.421
C (4.13, 0.57, 1.91)  -0.139
C (5.33, 1.20, 1.85)  -0.612
C (6.49, 0.72, 2.36)  -1.233
C (6.40, -0.58, 2.83)  0.816
C (5.22, -1.30, 2.87)  1.555
C (4.07, -0.67, 2.47)  0.401
C (5.14, -2.73, 3.46)  0.349
O (4.13, -3.44, 3.41)  -0.609
C (6.42, -3.33, 3.91)  0.493
C (6.44, -4.69, 4.19)  -1.098
C (7.64, -5.29, 4.42)  -0.689
C (8.83, -4.54, 4.41)  -0.719
C (8.85, -3.21, 4.02)  -0.744
C (7.64, -2.60, 3.80)  0.389
C (7.63, -1.23, 3.34)  0.031
O (8.66, -0.54, 3.30)  -0.738
H (3.26, 0.86, 1.40)  0.035
H (5.30, 2.11, 1.23)  0.512
H (7.47, 1.29, 2.24)  0.394
H (3.13, -1.23, 2.38)  -0.376
H (5.54, -5.25, 4.21)  0.461
H (7.62, -6.24, 4.81)  0.488
H (9.74, -5.05, 4.76)  0.356
H (9.77, -2.62, 4.03)  0.490
C (-0.98, -7.94, 7.60)  -1.000
C (0.39, -7.89, 7.73)  -0.523
C (1.09, -6.82, 7.20)  -0.637
C (0.40, -5.78, 6.55)  0.449
C (-0.95, -5.92, 6.30)  0.207
C (-1.60, -7.02, 6.77)  -0.205
C (-1.71, -4.83, 5.55)  0.755
O (-2.91, -4.92, 5.31)  -0.697
C (-0.91, -3.72, 5.06)  -0.627
C (-1.66, -2.72, 4.42)  -0.656
C (-0.99, -1.65, 3.80)  1.478
C (0.38, -1.52, 3.97)  0.039
C (1.07, -2.54, 4.52)  0.484
C (0.43, -3.65, 5.21)  1.012
C (1.13, -4.55, 6.14)  -0.747
O (2.28, -4.31, 6.41)  -0.527
H (-1.52, -8.76, 7.92)  0.471
H (0.91, -8.66, 8.29)  0.447
H (2.13, -6.68, 7.39)  0.593
H (-2.66, -6.98, 6.61)  0.525
H (-2.69, -2.98, 4.30)  0.132
H (-1.49, -1.08, 3.03)  -0.816
H (0.89, -0.65, 3.53)  -0.124
H (2.13, -2.50, 4.60)  -0.146

* highest occupied orbital energy: -0.343 Eh
* LUMO energy: -1.73 eV
* charge: 0